# 1
16
Properties=species:S:1:pos:R:3:forces:R:3:lowdin_charge:R:1 method="wB97M-V/def2-TZVPD" smiles="O=CCCNCO" gap_ha=0.38264 total_charge=0 largest_force_ev_per_a=1.95 homo_ha=-0.3533 de_lowest_ev=2.082
O -3.432544 1.729377 -0.455565 0.023 -0.111 0.442 0.04
C -2.282072 1.442759 -0.676506 -1.049 0.167 -1.066 -0.27
C -1.630036 0.190449 -0.184207 0.932 0.378 0.484 -0.14
C -0.105173 0.180515 -0.366766 -0.236 -0.425 -0.191 -0.24
N 0.403040 -0.931261 0.416370 1.049 -0.620 0.736 -0.07
C 1.823052 -1.108417 0.371843 0.012 1.273 -1.483 -0.29
O 2.446053 0.025372 1.031269 -0.476 -0.926 0.158 -0.06
H -1.762475 2.117859 -1.390594 0.576 -0.251 0.291 0.13
H -1.854820 0.116522 0.885333 -0.004 0.086 -0.012 0.12
H -2.071073 -0.708024 -0.611468 -0.135 0.109 -0.305 0.13
H 0.190736 -0.048573 -1.394959 -0.315 0.057 -0.131 0.12
H 0.355993 1.152702 -0.165129 -0.123 0.041 0.420 0.12
H 0.251574 -0.830144 1.416646 -0.760 0.208 -0.107 0.12
H 2.127460 -2.088053 0.733281 -0.021 0.103 0.656 0.12
H 2.171652 -1.039628 -0.666948 -0.283 -0.304 -0.108 0.12
H 3.368633 -0.201453 1.057401 0.810 0.214 0.216 0.06



# 2
82
Properties=species:S:1:pos:R:3:forces:R:3:lowdin_charge:R:1 method="wB97M-V/def2-TZVPD" gap_ha=0.23075 total_charge=0 largest_force_ev_per_a=4.19 homo_ha=-0.2899
C -2.888924 -3.763369 -1.487963 0.498 -0.087 -1.001 -0.06
C -2.463989 -2.777824 -2.585590 0.221 -0.136 0.929 -0.24
O -1.206430 -2.206782 -2.183804 -0.586 0.477 -0.573 -0.15
C -0.967447 -1.000789 -2.876009 0.401 -0.069 0.198 -0.19
C -1.159234 0.259321 -2.017365 -0.120 0.338 -1.039 -0.12
O 0.124909 0.858648 -1.729394 -1.547 -0.198 1.052 -0.05
C 0.648603 0.563782 -0.482068 4.084 -0.792 -0.503 -0.46
O 0.244751 -0.613310 0.158719 -0.886 0.969 0.083 0.08
C 2.203711 0.314149 -0.752398 -1.623 -0.625 0.940 0.06
C 2.914033 0.968755 0.412226 3.113 1.617 -1.904 -0.31
O 3.842133 1.888299 -0.251379 -0.869 -0.028 -0.019 -0.01
C 3.869654 0.149955 1.345165 0.674 -2.046 1.997 -0.63
O 3.702024 -1.083617 1.431880 -0.894 0.794 -0.877 0.00
O 4.750944 0.802884 1.928759 -0.625 1.043 -0.225 -0.01
N 1.940606 1.878992 1.020779 -0.795 -1.795 -0.637 0.28
C 0.770402 1.704652 0.537842 -1.820 1.019 0.882 -0.15
C -0.302165 2.626994 1.042834 -0.124 0.424 -0.967 -0.65
I -1.688644 1.616268 2.333014 0.198 -0.045 -0.129 0.98
C -1.030859 3.359598 -0.105837 0.142 0.275 0.527 -0.29
C -0.061331 3.960989 -1.125330 -0.088 -0.255 -0.267 -0.07
H -3.138716 -4.695801 -1.982119 -0.149 -0.126 0.284 0.05
H -3.761228 -3.412926 -0.948746 0.118 0.032 0.186 0.05
H -2.033009 -3.952936 -0.840730 -0.088 0.164 0.127 0.08
H -3.208482 -1.982097 -2.693595 0.010 -0.020 -0.017 0.10
H -2.328592 -3.267507 -3.556623 -0.041 -0.005 0.040 0.12
H -1.585675 -0.901038 -3.774496 -0.150 -0.225 0.104 0.12
H 0.065758 -1.021466 -3.238104 0.013 0.167 0.143 0.14
H -1.781209 0.095964 -1.137298 0.234 -0.246 0.102 0.13
H -1.685666 0.991114 -2.637679 0.144 0.149 0.126 0.12
H -0.260558 -0.360141 0.942917 -0.306 -0.485 -0.019 0.04
H 2.548632 0.733154 -1.689212 -0.105 0.225 0.061 0.14
H 2.283871 -0.770325 -0.764165 0.317 0.032 0.131 0.14
H 3.689556 2.763204 0.113650 0.552 0.353 0.104 0.05
H 2.113091 2.581815 1.731218 0.529 -0.159 0.079 0.19
H 0.157022 3.413050 1.642584 0.072 -0.245 0.244 0.09
H -1.540034 4.196440 0.380245 -0.248 -0.151 -0.068 0.11
H -1.802258 2.733647 -0.553583 0.200 -0.090 -0.150 0.09
H 0.571420 4.739811 -0.695278 -0.139 0.048 0.074 0.08
H -0.659927 4.383414 -1.933623 0.153 0.186 0.023 0.09
H 0.597270 3.223613 -1.587961 -0.107 -0.060 0.069 0.07
C -6.516990 -4.877851 -2.658119 0.233 -0.247 0.434 -0.14
O -5.343011 -5.137925 -1.883629 -0.431 -0.094 -0.280 -0.15
H -6.212808 -4.418488 -3.595839 0.067 0.000 0.029 0.09
H -7.042643 -5.812470 -2.869724 -0.138 0.105 -0.115 0.08
H -7.179810 -4.200348 -2.126570 -0.094 0.012 -0.123 0.04
H -5.628066 -5.543140 -1.060323 0.058 -0.032 0.020 0.08
C 3.821380 5.825990 -0.270848 0.039 0.144 0.136 -0.13
O 3.788181 4.889571 0.813192 -0.169 -0.187 -0.066 -0.15
H 3.527141 5.304498 -1.177860 0.038 -0.085 0.048 0.09
H 3.124538 6.646423 -0.083615 0.008 0.010 -0.074 0.08
H 4.829969 6.220904 -0.397382 -0.022 -0.006 -0.113 0.08
H 4.052997 5.356566 1.610713 0.046 -0.077 0.061 0.09
C -6.230178 -0.936891 -1.659256 0.069 0.060 0.305 -0.15
O -5.005484 -0.775152 -0.947659 0.026 0.036 -0.157 -0.13
H -5.993323 -1.152093 -2.698070 0.059 -0.018 0.020 0.08
H -6.804521 -1.769260 -1.244823 -0.075 -0.010 -0.123 0.07
H -6.824925 -0.020980 -1.609781 -0.084 -0.049 -0.101 0.08
H -5.225711 -0.587477 -0.031923 0.060 -0.020 0.038 0.07
C 6.461590 0.360264 4.449982 0.243 0.366 0.210 -0.16
O 7.412826 0.625347 5.492587 -0.046 -0.283 0.051 -0.14
H 6.356076 -0.716513 4.347941 0.026 0.003 0.013 0.08
H 5.494610 0.794005 4.710134 -0.089 -0.082 -0.199 0.07
H 6.809276 0.775050 3.505546 -0.199 -0.085 -0.105 0.06
H 7.494567 1.577861 5.570446 0.038 0.019 0.018 0.06
C 6.924561 2.445163 -0.070570 -0.102 0.099 0.034 -0.14
O 6.505345 3.797277 -0.293119 0.109 0.079 -0.068 -0.14
H 7.720905 2.210376 -0.774577 0.020 0.169 -0.021 0.08
H 7.298680 2.332908 0.948712 0.029 -0.158 -0.021 0.08
H 6.086951 1.771131 -0.228156 0.144 -0.147 0.118 0.05
H 5.803168 3.975153 0.339756 -0.068 -0.067 -0.017 0.03
C -10.428005 -4.423874 -3.578548 0.012 0.172 0.254 -0.14
O -9.333961 -3.761232 -2.946988 -0.153 -0.027 -0.140 -0.14
H -10.059962 -4.892596 -4.487347 0.067 0.027 0.016 0.08
H -10.839603 -5.192912 -2.920362 -0.074 -0.050 -0.106 0.08
H -11.210993 -3.707119 -3.837362 -0.063 -0.099 -0.080 0.08
H -9.671632 -3.351314 -2.146318 0.025 0.039 0.013 0.08
C 4.725674 -2.045877 7.081075 0.392 0.009 -0.141 -0.16
O 5.988023 -2.506567 7.550426 -0.123 -0.080 0.108 -0.13
H 3.974716 -2.287962 7.829964 0.057 -0.039 0.038 0.07
H 4.753528 -0.962844 6.934859 -0.168 -0.003 -0.063 0.07
H 4.471447 -2.541750 6.140784 -0.182 0.109 -0.007 0.08
H 6.641464 -2.284432 6.881170 0.052 0.065 0.047 0.07